# C35H31N2O3PdSb

A structure of composition C35H31N2O3PdSb (wB97M-V/def2-TZVPD, the Open Molecules 2025 dataset).

Properties
Multiplicity = 3
E_LUMO (spin up / spin down) = 0.2 / -1.8 eV
Orbital gap (spin up / spin down) = 7.4 / 5.9 eV
Expectation value of S² = 2.045
Energy above the lowest of the compared OMol25 structures with the same formula, charge and spin = 70.03 kJ/mol
E_HOMO (spin up / spin down) = -0.2623 / -0.2840 Ha
E_tot = -55936.0167 eV
Max |F| = 0.8 eV/A

Structure (XYZ):
```
73
Properties=species:S:1:pos:R:3:forces:R:3:mulliken_spin:R:1
Pd -0.24923 1.09193 -0.19497 0.37 0.05 -0.71 0.791
O -2.24637 1.44368 -1.07396 0.01 -0.19 0.26 0.173
C -2.86339 2.51460 -0.86364 -0.05 0.31 -0.14 0.116
C -4.30726 2.48025 -0.84477 0.00 0.07 -0.02 0.026
C -5.05028 3.59962 -0.68183 0.02 0.11 0.01 0.008
C -4.43287 4.87837 -0.52209 -0.10 -0.04 0.00 0.087
C -3.08153 4.97058 -0.52068 -0.06 -0.05 0.00 -0.047
C -2.23375 3.82761 -0.67197 -0.03 -0.04 0.08 0.107
C -0.85869 4.08302 -0.59940 -0.24 -0.10 -0.23 0.009
N 0.09287 3.16057 -0.63622 -0.10 0.21 0.41 0.194
N 1.31850 3.62590 -0.51851 0.03 -0.14 0.02 0.295
C 2.21666 2.64007 -0.22944 0.45 0.02 0.08 -0.009
O 1.94391 1.47421 0.11699 -0.08 0.19 -0.10 0.159
C 3.64887 3.05633 -0.29344 -0.08 0.03 0.01 0.003
C 4.63513 2.07393 -0.30888 0.04 0.01 0.02 0.008
C 5.97344 2.43148 -0.36057 -0.02 0.03 -0.01 -0.004
C 6.33460 3.77376 -0.38467 -0.04 -0.04 0.01 0.012
C 5.35312 4.75591 -0.37014 -0.02 -0.02 0.00 -0.006
C 4.01279 4.39972 -0.33017 0.03 0.05 -0.04 0.022
H -4.76533 1.50819 -0.97617 0.03 -0.01 -0.01 -0.002
H -6.13159 3.52506 -0.67657 0.02 0.03 0.01 0.002
H -5.03971 5.76562 -0.39889 -0.02 -0.04 -0.01 0.005
H -2.61042 5.93884 -0.39349 0.03 -0.04 0.00 -0.003
H -0.54643 5.11872 -0.47240 0.10 -0.05 -0.04 -0.003
H 4.33528 1.03497 -0.28298 0.01 0.00 0.01 0.000
H 6.73680 1.66402 -0.38301 -0.01 0.01 0.01 0.000
H 7.38047 4.05371 -0.41247 -0.02 -0.01 -0.02 0.001
H 5.63340 5.80197 -0.39226 -0.01 -0.03 0.01 0.000
H 3.23782 5.15359 -0.32466 0.03 -0.01 0.01 0.003
C -2.40468 -0.07584 2.23117 -0.03 -0.01 0.06 -0.006
C -1.39996 0.86884 2.82568 0.03 0.07 0.03 0.002
C -1.16789 0.79627 4.31467 -0.02 -0.02 0.01 0.000
O -0.78564 1.67223 2.15221 -0.09 -0.04 0.19 0.003
H -3.31725 -0.08921 2.83362 0.04 -0.01 -0.03 -0.001
H -1.98146 -1.08521 2.26447 -0.02 0.00 0.02 0.002
H -2.62693 0.18516 1.19809 0.00 0.02 -0.03 -0.003
H -1.48466 -0.15904 4.73199 0.02 0.02 0.00 0.000
H -1.74796 1.59296 4.78919 -0.01 -0.05 -0.01 0.000
H -0.11605 0.97789 4.53077 -0.03 0.01 -0.02 0.000
C 2.80283 -3.91177 -3.77795 -0.02 0.01 0.02 0.002
C 3.03988 -4.04002 -2.41680 -0.03 0.03 0.00 0.000
C 2.25427 -3.34728 -1.50184 -0.03 0.01 -0.10 0.002
C 1.22206 -2.52352 -1.94459 0.06 0.06 -0.05 0.021
C 1.00520 -2.38268 -3.31482 0.04 -0.05 0.04 -0.008
C 1.78568 -3.07941 -4.22711 0.01 0.00 0.03 0.001
Sb 0.00501 -1.42073 -0.58164 -0.21 -0.41 0.19 0.041
C -1.85807 -2.41534 -0.92257 -0.05 -0.02 -0.02 -0.005
C -2.49413 -3.20552 0.03273 -0.03 -0.01 -0.06 0.003
C -3.74666 -3.75478 -0.22302 0.04 0.03 -0.01 0.000
C -4.37834 -3.51598 -1.43513 0.02 0.00 0.01 0.001
C -3.76044 -2.71733 -2.38861 0.04 0.01 0.02 0.000
C -2.51276 -2.16529 -2.12983 -0.04 -0.03 0.08 0.007
C 0.60456 -2.37104 1.22976 -0.01 -0.05 0.02 -0.004
C 1.12527 -1.55093 2.23103 0.01 -0.09 0.00 0.002
C 1.50576 -2.08979 3.45613 -0.01 -0.01 -0.03 0.001
C 1.36526 -3.45089 3.68892 -0.02 0.01 -0.02 0.000
C 0.85550 -4.27798 2.69425 0.00 0.03 -0.03 0.000
C 0.47981 -3.74099 1.46938 0.07 0.05 0.04 -0.003
H 3.41472 -4.45287 -4.48894 -0.01 0.01 0.01 0.000
H 3.84019 -4.67947 -2.06367 -0.02 0.02 0.00 0.000
H 2.45456 -3.45275 -0.44301 -0.01 -0.01 0.01 0.000
H 0.22792 -1.72245 -3.68286 0.00 0.00 0.00 0.001
H 1.60544 -2.96670 -5.28921 0.00 0.00 0.02 0.000
H -2.01663 -3.40459 0.98563 -0.05 0.02 -0.04 0.000
H -4.22715 -4.37141 0.52755 0.01 0.02 -0.02 0.000
H -5.35247 -3.94573 -1.63430 0.02 0.01 0.00 0.000
H -4.25540 -2.51404 -3.33071 0.02 -0.01 0.02 0.000
H -2.06184 -1.51638 -2.87263 -0.01 0.00 0.00 0.001
H 1.24958 -0.48838 2.04442 -0.02 0.02 0.02 -0.006
H 1.91710 -1.44773 4.22595 -0.01 0.00 -0.02 0.000
H 1.65773 -3.87070 4.64375 0.00 0.01 -0.02 0.000
H 0.75184 -5.34167 2.87315 0.01 0.03 -0.01 0.000
H 0.08933 -4.39412 0.69597 0.03 0.01 0.02 0.001
```
Forces are in eV/Å.

---

# C35H31N8O2Ru

A structure of composition C35H31N8O2Ru at a distorted geometry (wB97M-V/def2-TZVPD, the Open Molecules 2025 dataset).

Properties
Multiplicity = 2
Net charge = +2
E_LUMO (spin up / spin down) = -7.2 / -6.7 eV
Orbital gap (spin up / spin down) = 6.9 / 7.4 eV
Expectation value of S² = 0.927
Energy above the lowest of the compared OMol25 structures with the same formula, charge and spin = 0.00 kJ/mol
E_HOMO (spin up / spin down) = -0.5157 / -0.5160 Ha
E_tot = -55384.5363 eV
Max |F| = 4.2 eV/A

Structure (XYZ):
```
77
Properties=species:S:1:pos:R:3:forces:R:3:mulliken_spin:R:1
Ru 0.26820 0.23700 -0.37120 -2.17 3.39 1.12 1.006
O -1.89740 3.70520 -1.77210 0.07 -0.08 0.18 0.005
C -1.18230 2.89160 -1.20320 0.14 -0.02 -0.20 -0.004
N -1.22470 1.56370 -1.39380 2.03 -1.35 1.12 -0.062
C -2.28700 1.04880 -2.22030 -0.14 -0.09 -0.40 0.008
C -2.42140 -0.44010 -2.04480 -0.13 0.29 -0.25 -0.011
C -3.39700 -1.18420 -2.70760 0.20 -0.01 0.33 0.004
C -3.48070 -2.54390 -2.46060 0.14 0.12 0.04 -0.005
C -2.59730 -3.12710 -1.55920 0.05 0.11 0.08 0.001
C -1.65070 -2.32630 -0.94940 -0.19 -0.60 -0.01 -0.011
N -1.56680 -1.02430 -1.20350 1.51 0.35 0.43 0.047
C -0.13910 3.34490 -0.20780 -0.41 0.43 -0.13 0.020
C 0.03210 4.70360 0.03700 0.04 -0.30 0.01 0.000
C 1.02630 5.10450 0.91490 0.00 -0.17 0.00 0.002
C 1.79190 4.13170 1.54360 -0.12 -0.16 -0.08 0.000
C 1.51630 2.79880 1.28450 0.42 0.07 0.35 0.005
N 0.57890 2.42210 0.42610 -0.10 -1.66 -0.29 -0.067
H -2.10900 1.28380 -3.28290 -0.07 -0.08 0.13 0.001
H -3.24170 1.54470 -1.97760 0.21 -0.11 0.00 -0.001
H -4.08870 -0.69960 -3.37920 -0.01 0.09 -0.07 0.000
H -4.22700 -3.14570 -2.95610 -0.07 -0.03 -0.05 0.000
H -2.64790 -4.17800 -1.33120 0.01 -0.14 0.04 0.001
H -0.94500 -2.72220 -0.22620 -0.03 -0.02 -0.12 0.001
H -0.61930 5.40400 -0.46530 0.00 -0.02 -0.09 0.000
H 1.20250 6.15190 1.10780 0.00 0.08 0.01 0.000
H 2.58890 4.38360 2.22490 0.02 0.06 0.08 0.000
H 2.07430 2.00940 1.77550 0.00 0.03 -0.02 -0.004
C -3.06910 0.77340 1.07720 -0.04 0.08 -0.09 0.007
C -2.09500 0.54400 2.17730 -0.50 0.09 0.18 0.000
C -2.50760 0.74630 3.49640 0.37 0.00 0.07 -0.001
C -1.60350 0.57520 4.52240 -0.05 -0.02 -0.20 0.001
C -0.32400 0.14000 4.21370 0.05 -0.05 -0.35 -0.002
C 0.01880 -0.07840 2.88000 -0.26 0.24 0.57 -0.001
N -0.85530 0.15680 1.88560 0.60 -0.30 -1.23 -0.007
C 1.34280 -0.61240 2.50840 0.35 -0.17 0.15 0.006
C 2.35910 -0.81330 3.44420 -0.22 -0.08 -0.26 -0.004
C 3.54950 -1.38760 3.03590 -0.18 0.08 -0.21 0.002
C 3.71300 -1.73750 1.70670 -0.27 0.04 -0.05 -0.006
C 2.67370 -1.48570 0.81170 0.14 -0.07 0.44 0.037
N 1.52060 -0.93760 1.22130 -0.02 1.06 -0.98 0.010
C 2.76090 -1.81290 -0.62150 0.41 -0.24 -0.63 -0.010
C 3.83250 -2.51940 -1.15930 -0.32 0.16 0.26 0.008
C 3.81700 -2.84960 -2.50380 -0.18 0.14 -0.07 -0.006
C 2.75830 -2.42840 -3.28150 0.05 0.00 0.26 0.007
C 1.74630 -1.66590 -2.69950 0.04 -0.07 -0.32 -0.016
C 0.61660 -1.14230 -3.52230 -0.07 0.17 -0.01 0.004
N 1.75510 -1.38230 -1.40120 -0.47 0.08 0.50 0.048
H -4.07030 0.91330 1.47240 -0.04 -0.01 0.02 0.000
H -3.06540 -0.06700 0.39010 -0.07 0.03 0.00 0.001
H -2.78620 1.67020 0.53010 -0.07 0.03 -0.10 0.000
H -3.52130 1.05030 3.70240 -0.09 0.03 -0.07 0.000
H -1.89080 0.76520 5.54570 0.01 -0.05 0.08 0.000
H 0.37260 -0.03750 5.01590 0.09 -0.04 -0.03 0.000
H 2.22450 -0.53260 4.47350 -0.02 0.01 0.10 0.000
H 4.34230 -1.56100 3.74430 0.11 -0.01 0.11 0.000
H 4.63750 -2.18610 1.38440 0.03 -0.03 -0.07 0.000
H 4.66280 -2.82350 -0.54850 0.08 -0.10 0.13 0.001
H 4.62320 -3.42230 -2.93210 0.10 -0.07 -0.06 0.000
H 2.70670 -2.67930 -4.32610 -0.01 0.03 -0.22 0.001
H 0.95400 -0.89490 -4.52640 0.00 0.04 -0.04 0.000
H 0.19040 -0.25280 -3.04610 0.03 -0.20 -0.25 0.001
H -0.15980 -1.90300 -3.61200 -0.11 0.00 0.00 -0.001
N 1.12500 3.96320 -5.09660 -0.43 0.41 -0.17 0.000
C 2.22130 3.18190 -5.10770 -0.02 -0.26 0.30 -0.002
O 2.85350 2.89370 -6.09430 0.22 0.06 -0.19 0.000
C 2.61200 2.58750 -3.77680 0.12 -0.15 0.13 0.002
C 3.96070 2.36620 -3.51080 -0.22 -0.03 0.06 0.000
C 4.30720 1.74290 -2.32370 -0.14 0.00 0.06 0.001
C 3.29940 1.33600 -1.46310 0.32 -0.06 0.09 0.002
N 2.00990 1.51040 -1.73400 -0.83 -1.06 0.22 -0.026
C 1.67350 2.12840 -2.86150 -0.01 0.38 -0.32 0.003
H 0.87510 4.44320 -5.94960 0.03 -0.13 0.02 0.000
H 0.69590 4.29410 -4.25030 0.09 -0.01 0.05 0.000
H 4.70960 2.67740 -4.22700 -0.03 -0.02 -0.05 0.000
H 5.33930 1.54780 -2.08020 0.09 0.04 0.10 0.000
H 3.53430 0.84610 -0.52400 0.02 -0.02 -0.05 0.001
H 0.61480 2.26230 -3.03830 -0.08 -0.09 -0.07 0.001
```
Forces are in eV/Å.